(1)
The following is a quantum chemistry calculation of a structure of composition AgH12O6, from the OMol25 dataset.

```
! RIJCOSX wB97M-V def2-TZVPD def2/J DEFGRID3
* xyz 1 1
Ag 0.01376 -0.36500 -0.14022
O -2.23047 0.63550 1.44529
H -1.84775 0.92639 2.27301
H -2.41368 1.44478 0.96806
O -0.10238 -2.45512 1.10713
H 0.62613 -2.84853 0.62680
H -0.33854 -3.11028 1.76381
O -0.19814 1.78415 -1.35156
H -0.41906 2.10796 -2.22480
H 0.29322 2.49941 -0.94757
O 0.98929 1.31826 1.62492
H 0.59793 1.84869 2.31898
H 1.58066 1.91748 1.16945
O -1.35553 -1.78320 -1.59062
H -1.29893 -2.73813 -1.62438
H -1.55998 -1.52301 -2.48879
O 2.23172 0.07908 -1.19373
H 2.97607 -0.52120 -1.15104
H 2.45567 0.78279 -0.58473
*
```

The calculation puts the LUMO energy at -3.5 eV.

Atomic partial charges in e from the Löwdin method, atoms 1 to 5: 0.772 -0.051 0.031 0.037 -0.067

(2)
The following is a quantum chemistry calculation of a structure of composition C9H13GaNO2 in a non-equilibrium geometry, from the OMol25 dataset.

```
! RIJCOSX wB97M-V def2-TZVPD def2/J DEFGRID3
* xyz -1 1
C -1.81486 0.44227 -2.10353
C -2.66619 0.38666 -1.02285
C -2.38566 -0.82766 -0.26526
C -1.16124 -1.42581 -0.94551
C -0.92992 -0.62564 -2.12095
Ga -0.94787 -0.70174 1.13395
N 1.19721 1.57794 0.33651
C 1.40258 2.92913 0.60304
C 0.12395 1.94592 1.10422
H -3.08108 -1.39120 0.40928
H -3.48065 1.09650 -0.77383
H -0.90040 -2.48921 -0.85097
H -0.24813 -0.89244 -2.94647
H -1.88721 1.20533 -2.93982
H -0.77234 2.26115 0.77373
H 1.14301 3.64799 -0.15121
H 1.15570 1.47949 -0.64825
H 0.29838 1.75197 2.17068
H 2.24847 3.12229 1.34646
C 2.38837 -1.93086 0.28477
O 1.84281 -2.32733 1.60799
C 0.66675 -1.81359 1.96931
O 0.27321 -1.81178 3.17180
H 3.36248 -2.42948 0.20664
H 2.46763 -0.86680 0.18314
H 1.70501 -2.31307 -0.53289
*
```

The calculation puts the LUMO energy at 3.5 eV.

Atomic partial charges in e from the Löwdin method, atoms 1 to 5: -0.218 -0.199 -0.369 -0.286 -0.177

no.,gap between HOMO and LUMO (eV)
1,10.2503
2,4.8329